## w
Below is a 2-piece molecular cluster, C3H7OP overall, with properties calculated with ωB97M-V/def2-TZVPD.

Geometry as XYZ:
```
12
Properties=species:S:1:pos:R:3:lowdin_charge:R:1
C 1.541 -0.388 -0.189 -0.54
C -1.605 0.049 0.064 -0.24
C -0.652 -0.997 -0.370 -0.12
O 2.271 -1.224 0.192 -0.02
P 1.955 1.396 -0.225 0.82
H -1.622 0.298 1.085 0.04
H -2.762 -0.213 -0.181 0.13
H -1.495 0.953 -0.452 0.03
H -0.705 -0.934 -1.490 0.06
H -0.697 -1.995 0.188 0.09
H 0.896 1.649 0.564 -0.14
H 2.877 1.405 0.814 -0.11
```

Values from the calculation:
frontier orbital gap = 0.3092 Ha
LUMO level = 0.5 eV

---

## x
Below is one molecule with the formula C3H7OP, with properties calculated with ωB97M-V/def2-TZVPD.

Geometry as XYZ:
```
12
Properties=species:S:1:pos:R:3:lowdin_charge:R:1
C -1.776 0.683 0.424 -0.45
P -0.493 1.209 -0.743 0.81
C 1.369 0.511 0.076 -0.55
C 1.948 -0.529 -0.827 -0.09
O 1.769 0.856 1.159 0.02
H -2.709 1.188 0.057 0.03
H -1.357 0.886 1.416 0.02
H -2.062 -0.466 0.294 0.07
H -0.149 2.337 0.044 -0.08
H 1.282 -1.258 -0.410 0.08
H 1.809 -0.543 -1.896 0.07
H 2.981 -0.736 -0.554 0.08
```

Values from the calculation:
structure (SMILES) = CPC(C)=O
frontier orbital gap = 0.3460 Ha
LUMO level = 0.9 eV

---

Relative energy of each structure, in hartree: w 0.0711; x 0.0000.

---

## w
Below is C14H46MnO14 as an isolated structure, with properties calculated with ωB97M-V/def2-TZVPD.

Geometry as XYZ:
```
75
Properties=species:S:1:pos:R:3:mulliken_spin:R:1
Mn -11.815 -12.276 6.403 4.73
C -10.013 -8.846 4.980 0.00
C -10.511 -10.144 5.553 0.02
O -10.543 -11.187 4.889 0.02
O -11.042 -10.143 6.686 0.03
H -10.896 -8.312 4.630 0.00
H -9.406 -9.014 4.091 0.00
H -9.478 -8.153 5.631 0.00
C -12.951 -16.060 5.067 0.00
C -12.520 -14.694 5.590 -0.01
O -11.867 -13.873 4.907 0.04
O -12.788 -14.319 6.758 0.05
H -12.983 -16.093 3.978 0.00
H -13.945 -16.413 5.343 0.00
H -12.182 -16.738 5.436 0.00
C -13.870 -11.204 4.340 0.02
O -13.654 -11.473 5.717 0.06
H -13.265 -11.886 3.741 -0.01
H -14.895 -11.410 4.031 0.00
H -13.713 -10.153 4.099 0.00
H -13.974 -10.700 6.188 -0.01
C -11.912 -8.941 10.007 0.00
O -10.712 -8.997 9.252 0.00
H -11.868 -8.283 10.874 0.00
H -12.676 -8.519 9.355 0.00
H -12.363 -9.887 10.311 0.00
H -10.807 -9.392 8.383 0.00
C -16.299 -14.072 5.015 0.00
O -17.438 -13.213 5.030 0.00
H -16.408 -14.948 4.375 0.00
H -15.517 -13.444 4.588 0.00
H -16.038 -14.431 6.010 0.00
H -18.270 -13.691 5.047 0.00
C -9.415 -12.471 1.797 0.00
O -8.615 -12.600 2.987 0.00
H -9.197 -11.481 1.396 0.00
H -9.123 -13.203 1.043 0.00
H -10.488 -12.509 1.983 0.00
H -9.069 -12.076 3.651 0.00
C -13.795 -8.148 6.641 0.00
O -14.543 -9.243 7.172 0.00
H -13.230 -7.682 7.449 0.00
H -12.973 -8.602 6.089 0.00
H -14.449 -7.454 6.113 0.00
H -15.354 -8.887 7.541 0.00
C -11.150 -14.343 10.919 0.00
O -11.606 -13.059 10.548 0.00
H -10.877 -14.470 11.967 0.00
H -11.971 -15.000 10.631 0.00
H -10.299 -14.601 10.289 0.00
H -12.156 -12.733 11.264 0.00
C -9.118 -16.243 6.067 0.00
O -9.286 -15.804 7.420 0.00
H -10.057 -16.765 5.882 0.00
H -9.066 -15.366 5.422 0.00
H -8.218 -16.846 5.944 0.00
H -9.086 -16.581 7.947 0.00
C -9.106 -12.228 8.044 0.02
O -10.089 -13.090 7.412 0.05
H -9.287 -12.043 9.103 0.00
H -8.148 -12.721 7.880 0.00
H -8.978 -11.277 7.528 0.00
H -9.755 -13.987 7.331 0.00
C -14.034 -12.289 8.727 0.01
O -12.709 -11.920 8.444 -0.03
H -14.561 -11.527 9.301 0.00
H -14.565 -12.588 7.824 0.00
H -13.916 -13.225 9.273 0.00
H -12.250 -11.955 9.287 0.01
C -12.029 -17.138 8.725 0.00
O -13.197 -16.385 8.639 0.00
H -11.263 -16.539 9.216 0.00
H -12.128 -18.080 9.265 0.00
H -11.627 -17.372 7.739 0.00
H -13.067 -15.667 8.016 0.00
```

Values from the calculation:
<S²> = 8.7519
2S+1 = 6
frontier orbital gap (alpha / beta) = 0.3208 / 0.3601 Ha
LUMO level (alpha / beta) = 0.4 / 0.4 eV

---

## x
Below is C14H46MnO14 as an isolated structure, with properties calculated with ωB97M-V/def2-TZVPD.

Geometry as XYZ:
```
75
Properties=species:S:1:pos:R:3:mulliken_spin:R:1
Mn -26.046 -14.192 9.480 4.90
C -26.750 -10.378 8.278 0.00
C -26.538 -11.844 8.560 -0.07
O -25.590 -12.513 8.079 0.08
O -27.288 -12.334 9.450 0.03
H -26.496 -9.774 9.149 0.00
H -27.821 -10.225 8.149 0.00
H -26.241 -10.010 7.387 0.00
C -24.897 -17.572 7.614 -0.01
C -25.138 -16.214 8.132 -0.02
O -25.843 -15.366 7.573 0.03
O -24.651 -15.806 9.223 0.04
H -24.505 -18.292 8.332 0.00
H -24.240 -17.485 6.749 0.00
H -25.856 -17.929 7.238 0.00
C -30.893 -12.923 10.165 0.00
O -30.244 -11.818 9.479 0.00
H -31.855 -13.226 9.750 0.00
H -30.186 -13.752 10.166 0.00
H -31.155 -12.687 11.196 0.00
H -29.296 -11.948 9.558 0.00
C -22.317 -13.801 7.279 0.00
O -22.880 -12.646 6.803 0.00
H -21.744 -13.668 8.196 0.00
H -23.131 -14.495 7.490 0.01
H -21.659 -14.301 6.568 0.00
H -23.826 -12.714 6.946 0.00
C -26.398 -9.117 12.010 0.00
O -25.544 -8.250 11.258 0.00
H -26.252 -10.128 11.628 0.00
H -26.068 -9.093 13.048 0.00
H -27.455 -8.856 11.955 0.00
H -25.973 -7.397 11.158 0.00
C -26.199 -9.490 4.124 0.00
O -26.562 -8.259 3.444 0.00
H -25.994 -10.290 3.412 0.00
H -25.326 -9.291 4.746 0.00
H -27.013 -9.785 4.786 0.00
H -26.775 -7.737 4.221 0.00
C -29.913 -9.988 6.391 0.00
O -30.323 -10.677 5.285 0.00
H -29.723 -10.640 7.244 0.00
H -29.092 -9.321 6.126 0.00
H -30.756 -9.400 6.754 0.00
H -29.708 -11.402 5.148 0.00
C -23.417 -13.790 11.436 0.01
O -24.496 -13.180 10.778 -0.02
H -23.443 -13.420 12.460 0.00
H -23.454 -14.879 11.475 0.00
H -22.459 -13.493 11.010 0.00
H -24.372 -12.249 10.978 0.01
C -28.165 -12.268 13.095 0.00
O -26.796 -12.730 13.196 0.00
H -28.901 -12.919 13.568 0.00
H -28.318 -11.322 13.614 0.00
H -28.370 -12.156 12.030 0.00
H -26.745 -13.507 12.635 0.01
C -28.151 -13.605 5.760 0.00
O -29.037 -13.119 4.737 0.00
H -27.598 -14.521 5.550 0.00
H -27.432 -12.858 6.097 0.00
H -28.750 -13.875 6.629 0.00
H -29.710 -13.797 4.642 0.00
C -28.390 -7.465 8.810 0.00
O -27.312 -6.586 8.501 0.00
H -29.193 -6.961 9.346 0.00
H -28.939 -7.742 7.910 0.00
H -28.079 -8.375 9.324 0.00
H -26.981 -6.234 9.331 0.00
C -23.123 -10.242 9.972 0.00
O -23.672 -10.435 11.248 0.00
H -23.892 -10.002 9.237 0.00
H -22.511 -9.342 10.021 0.00
H -22.584 -11.148 9.694 0.00
H -24.305 -9.735 11.421 0.00
```

Values from the calculation:
<S²> = 8.7537
2S+1 = 6
frontier orbital gap (alpha / beta) = 0.3299 / 0.3124 Ha
LUMO level (alpha / beta) = -0.7 / -1.1 eV

---

Relative energy of each structure, in hartree: w 0.0000; x 0.0742.

---

## w
Below is one molecule with the formula C8H8N4O3, with properties calculated with ωB97M-V/def2-TZVPD.

Geometry as XYZ:
```
23
Properties=species:S:1:pos:R:3:lowdin_charge:R:1
C -1.733 -1.224 -0.737 -0.07
C -1.172 0.211 -0.902 -0.16
C -0.017 0.457 0.145 -0.26
C -0.435 0.409 1.575 -0.03
C 0.664 1.796 -0.211 -0.24
C 0.024 3.033 -0.009 -0.15
N -0.487 3.953 0.433 0.21
N 1.817 1.715 -0.740 0.17
O 2.272 0.430 -0.876 0.00
C 1.403 -0.586 -0.321 -0.20
C 1.170 -1.509 -1.378 -0.17
N 1.243 -2.266 -2.223 0.25
N 1.763 -1.319 0.943 -0.35
O 1.149 -2.331 1.167 0.13
O 2.350 -0.653 1.760 0.11
H -2.217 -1.235 0.238 0.07
H -0.905 -1.940 -0.814 0.05
H -2.481 -1.402 -1.564 0.10
H -1.889 0.993 -0.601 0.13
H -0.757 0.329 -1.881 0.11
H -1.212 -0.340 1.837 0.09
H -0.959 1.379 1.930 0.13
H 0.409 0.102 2.230 0.09
```

Values from the calculation:
structure (SMILES) = CC[C@]1(C)C(C#N)=NO[C@@]1(C#N)[N+](=O)[O-]
frontier orbital gap = 0.3711 Ha
LUMO level = -1.0 eV

---

## x
Below is one molecule with the formula C8H8N4O3, with properties calculated with ωB97M-V/def2-TZVPD.

Geometry as XYZ:
```
23
Properties=species:S:1:pos:R:3:lowdin_charge:R:1
C -1.290 -2.463 0.422 -0.01
C -0.294 -1.357 0.298 -0.26
N 0.939 -1.754 -0.076 0.17
C 1.846 -0.835 -0.179 -0.34
N 3.149 -0.953 -0.543 0.16
C 3.646 0.243 -0.487 -0.13
N 2.747 1.170 -0.102 0.14
N 1.584 0.493 0.098 0.08
C 0.346 1.009 0.498 -0.38
O 0.234 2.197 0.741 0.06
C -0.627 -0.044 0.572 -0.09
C -2.022 0.384 0.948 -0.04
C -2.895 0.373 -0.286 -0.53
O -3.751 -0.436 -0.528 0.10
O -2.588 1.366 -1.123 0.12
H -2.187 -2.253 -0.155 0.07
H -0.835 -3.384 0.074 0.08
H -1.585 -2.583 1.464 0.09
H 4.664 0.486 -0.719 0.13
H 2.792 2.168 0.043 0.17
H -1.964 1.407 1.324 0.13
H -2.457 -0.280 1.695 0.13
H -3.147 1.332 -1.916 0.13
```

Values from the calculation:
structure (SMILES) = Cc1nc2nc[nH]n2c(=O)c1CC(=O)O
frontier orbital gap = 0.3345 Ha
LUMO level = 0.5 eV

---

Relative energy of each structure, in hartree: w 0.2818; x 0.0000.

---

## w
Below is a 2-piece molecular cluster, C7H15NO overall, with properties calculated with ωB97M-V/def2-TZVPD.

Geometry as XYZ:
```
24
Properties=species:S:1:pos:R:3:lowdin_charge:R:1
C -1.494 1.101 -1.275 -0.02
C -0.443 0.019 -1.211 -0.43
O 0.611 0.138 -1.834 0.05
C -0.911 -1.380 -0.671 -0.36
C 0.140 -2.456 -0.939 -0.08
C -1.302 -1.371 0.803 -0.08
H -1.995 1.068 -2.246 0.09
H -1.004 2.070 -1.150 0.08
H -2.232 0.993 -0.479 0.07
H -1.800 -1.625 -1.265 0.14
H -0.205 -3.438 -0.599 0.08
H 1.083 -2.221 -0.431 0.08
H 0.346 -2.538 -2.011 0.08
H -1.822 -2.297 1.069 0.08
H -0.417 -1.303 1.444 0.07
H -1.950 -0.528 1.056 0.07
H 0.318 2.750 1.975 0.05
N 0.077 1.812 1.634 0.09
C 1.111 1.232 1.126 -0.30
C 2.472 1.840 1.086 -0.08
H 0.983 0.194 0.681 0.09
H 2.411 2.928 1.010 0.08
H 3.004 1.569 2.001 0.08
H 3.019 1.444 0.227 0.07
```

Values from the calculation:
structure (SMILES) = CC(=O)C(C)C.[H]/N=C\C
frontier orbital gap = 0.3839 Ha
LUMO level = 1.0 eV

---

## x
Below is one molecule with the formula C7H15NO, with properties calculated with ωB97M-V/def2-TZVPD.

Geometry as XYZ:
```
24
Properties=species:S:1:pos:R:3:lowdin_charge:R:1
C -0.935 -0.048 -1.590 -0.04
C -0.125 0.407 -0.378 -0.45
C 0.962 1.378 -0.821 -0.05
C -1.133 1.265 0.685 -0.17
O -2.376 0.656 0.943 -0.08
C 0.318 -0.746 0.478 -0.47
N -0.654 -1.629 1.027 0.09
C 1.595 -0.683 1.264 -0.11
C 1.681 -1.487 -0.002 -0.05
H -1.679 -0.802 -1.336 0.07
H -1.458 0.799 -2.037 0.09
H -0.270 -0.476 -2.337 0.09
H 0.505 2.198 -1.376 0.09
H 1.679 0.896 -1.480 0.08
H 1.497 1.799 0.026 0.08
H -1.270 2.255 0.233 0.11
H -0.643 1.393 1.652 0.12
H -2.882 0.636 0.123 0.08
H -1.339 -1.954 0.354 0.07
H -1.164 -1.191 1.785 0.08
H 2.144 0.246 1.310 0.09
H 1.591 -1.229 2.198 0.10
H 2.301 -1.120 -0.805 0.08
H 1.654 -2.562 0.084 0.09
```

Values from the calculation:
structure (SMILES) = CC(C)(CO)C1(N)CC1
frontier orbital gap = 0.3384 Ha
LUMO level = 0.7 eV

---

Relative energy of each structure, in hartree: w 0.0000; x 0.0214.

---

## w
Below is a 2-piece molecular cluster, C7H15NO overall, with properties calculated with ωB97M-V/def2-TZVPD.

Geometry as XYZ:
```
24
Properties=species:S:1:pos:R:3:lowdin_charge:R:1
C 2.293 -0.609 -1.236 -0.09
C 1.517 1.155 0.226 -0.08
C 0.169 -1.298 1.103 0.07
N 1.171 -0.093 -0.456 -0.34
H 2.016 -1.563 -1.683 0.08
H 3.145 -0.763 -0.573 0.08
H 2.598 0.079 -2.034 0.08
H 1.800 1.944 -0.485 0.09
H 0.673 1.495 0.819 0.08
H 2.353 0.966 0.902 0.09
H 1.136 -1.162 1.577 0.04
H -0.568 -1.078 1.866 0.02
H 0.075 -2.279 0.656 0.04
C -2.042 0.526 0.452 -0.44
C -1.242 -0.416 -0.293 -0.12
C -3.049 0.174 1.279 0.05
C -0.128 -0.025 -1.205 -0.19
O -1.659 1.866 0.475 0.00
H -1.321 2.109 -0.394 0.08
H -1.774 -1.314 -0.586 0.12
H -3.330 -0.862 1.394 0.05
H -3.561 0.916 1.868 0.06
H -0.220 0.976 -1.652 0.12
H -0.053 -0.744 -2.022 0.11
```

Values from the calculation:
frontier orbital gap = 0.2852 Ha
LUMO level = 0.7 eV

---

## x
Below is a 3-piece molecular cluster, C7H15NO overall, with properties calculated with ωB97M-V/def2-TZVPD.

Geometry as XYZ:
```
24
Properties=species:S:1:pos:R:3:lowdin_charge:R:1
C -1.583 0.518 0.582 -0.27
C -2.018 -0.609 -0.083 -0.08
C -1.252 1.780 -0.169 -0.10
C 0.519 0.301 1.785 -0.03
H -1.928 0.646 1.599 0.09
H -0.675 -1.653 -0.192 0.04
H -2.052 -0.609 -1.167 0.07
H -2.655 -1.323 0.423 0.06
H -0.681 1.554 -1.070 0.06
H -2.176 2.284 -0.472 0.08
H -0.671 2.477 0.437 0.07
H 0.407 -0.487 2.529 0.02
H -0.021 1.178 2.118 0.00
H 1.535 0.679 1.728 0.00
C 1.587 -0.266 -0.891 -0.41
C 1.218 -1.117 0.238 -0.20
C 1.016 -0.323 -2.101 0.06
O 2.572 0.626 -0.549 0.03
N 0.301 -2.094 0.021 0.05
H 2.767 1.193 -1.304 0.11
H 0.203 -2.704 0.826 0.10
H 2.030 -1.349 0.919 0.13
H 0.309 -1.100 -2.335 0.06
H 1.249 0.398 -2.873 0.07
```

Values from the calculation:
frontier orbital gap = 0.3049 Ha
LUMO level = 0.7 eV

---

Relative energy of each structure, in hartree: w 0.0000; x 0.0098.